No. 1
Computed, not measured: a cluster of 2 separate species, C3H10NOS in total, with ωB97M-V with the def2-TZVPD basis set.

Element x y z (Å)
C1 -0.51 1.19 0.39
C2 -0.05 -0.19 0.80
S1 -0.89 -1.59 -0.05
C3 -0.08 1.61 -1.00
N1 -0.83 1.06 -2.13
H1 -1.58 1.35 0.61
H2 -0.06 1.90 1.09
H3 1.00 -0.35 0.59
H4 -0.27 -0.41 1.86
H5 -0.16 2.69 -1.11
H6 0.97 1.34 -1.10
H7 -1.80 1.36 -2.02
H8 -0.88 0.05 -2.09
H9 1.13 -2.87 1.16
H10 2.33 -3.79 1.22
O1 1.68 -3.36 1.78

Values from the calculation:
2S+1: 2
Calculated total energy: -648.42911 a.u.
LUMO energy (spin up / spin down): 0.84 / -2.27 eV
Kohn-Sham gap (spin up / spin down): 10.211 / 6.891 eV
HOMO (spin up / spin down): -9.367 / -9.164 eV
Energy relative to the best compared isomer or geometry (same formula, charge and spin): 3.31 kcal per mole



No. 2
Computed, not measured: a structure of composition C18H44F6N4O10S2, with ωB97M-V with the def2-TZVPD basis set.

Element x y z (Å)
O1 0.82 -0.18 0.06
H1 1.27 -0.92 0.47
H2 0.50 -0.57 -0.76
H3 0.09 0.18 0.56
C1 -2.48 -0.53 -2.32
F1 -1.94 0.26 -3.28
F2 -2.76 0.26 -1.27
F3 -3.64 -1.09 -2.73
S1 -1.34 -1.93 -1.79
O2 -1.90 -2.43 -0.58
O3 -1.38 -2.91 -2.91
N1 0.15 -1.08 -1.51
S2 1.14 -1.67 -2.59
O4 1.61 -3.01 -2.26
O5 0.66 -1.52 -3.96
C2 2.63 -0.46 -2.34
F4 3.10 -0.65 -1.12
F5 3.57 -0.72 -3.23
F6 2.34 0.80 -2.48
C3 0.77 2.17 -1.61
C4 -0.64 2.58 -1.13
C5 -1.75 2.80 -2.19
O6 -2.87 3.16 -1.45
C6 -4.04 3.43 -2.24
N2 -1.07 1.52 -0.26
H4 1.50 2.08 -0.81
H5 1.17 2.94 -2.27
H6 0.77 1.30 -2.28
H7 -0.45 3.41 -0.44
H8 -1.84 1.90 -2.81
H9 -1.46 3.55 -2.93
H10 -4.50 2.57 -2.73
H11 -3.99 4.16 -3.05
H12 -4.79 3.86 -1.58
H13 -2.02 1.75 0.00
H14 -1.08 0.69 -0.82
C7 5.52 -1.36 0.03
O7 4.33 -1.52 0.72
C8 3.82 -0.40 1.42
C9 2.55 -0.85 2.15
N3 1.58 -1.54 1.30
C10 0.54 -2.17 2.05
C11 -0.45 -3.01 1.25
O8 0.36 -4.08 0.77
C12 -0.28 -4.83 -0.28
H15 6.36 -1.26 0.72
H16 5.43 -0.49 -0.62
H17 5.73 -2.31 -0.47
H18 3.51 0.42 0.77
H19 4.57 -0.02 2.11
H20 2.18 -0.05 2.79
H21 2.87 -1.63 2.84
H22 2.09 -2.31 0.89
H23 -0.07 -1.41 2.55
H24 0.86 -2.81 2.87
H25 -0.86 -2.43 0.42
H26 -1.27 -3.37 1.87
H27 -1.05 -5.53 0.03
H28 0.52 -5.45 -0.69
H29 -0.59 -4.13 -1.05
C13 3.02 2.30 1.50
O9 1.99 1.35 1.74
C14 0.75 1.96 2.02
C15 -0.22 0.86 2.45
N4 -0.71 0.14 1.24
C16 -1.85 -0.73 1.61
C17 -3.19 0.11 1.76
O10 -3.56 0.63 0.47
C18 -4.57 1.66 0.67
H30 3.96 1.79 1.32
H31 3.12 2.89 2.41
H32 2.78 3.01 0.70
H33 0.53 2.42 1.05
H34 0.81 2.78 2.73
H35 -1.05 1.31 3.00
H36 0.36 0.18 3.08
H37 -1.01 0.79 0.53
H38 -1.74 -1.32 2.51
H39 -2.15 -1.39 0.79
H40 -2.98 0.86 2.52
H41 -4.00 -0.53 2.11
H42 -4.43 2.51 1.33
H43 -5.48 1.15 0.98
H44 -4.72 2.10 -0.32

Values from the calculation:
Calculated total energy: -3078.32987 a.u.
LUMO energy: 0.46 eV
Kohn-Sham gap: 8.374 eV
HOMO: -7.916 eV
Energy relative to the best compared isomer or geometry (same formula, charge and spin): 471.44 kcal per mole



No. 3
Computed, not measured: a structure of composition C19H27ClIrN2, with ωB97M-V with the def2-TZVPD basis set.

Element x y z (Å)
C1 0.28 0.88 -7.20
C2 1.65 1.34 -6.89
C3 0.04 -0.54 -7.48
C4 -0.85 1.80 -7.02
Cl1 -0.02 0.11 -2.58
H1 0.03 -0.78 -8.56
H2 -0.92 -0.87 -7.05
H3 0.80 -1.18 -7.01
H4 2.15 1.73 -7.79
H5 2.28 0.54 -6.49
H6 1.66 2.15 -6.15
H7 -1.12 2.28 -7.98
H8 -0.63 2.60 -6.31
H9 -1.75 1.29 -6.64
C5 1.39 -1.21 0.80
C6 0.98 -2.32 -0.03
C7 1.77 -2.23 -1.24
H10 0.27 -3.11 0.24
C8 2.44 -1.00 -1.24
C9 2.08 -0.26 -0.06
H11 2.28 0.80 0.17
H12 1.15 -1.04 1.84
H13 1.84 -3.00 -2.01
H14 3.12 -0.67 -2.01
C10 -1.36 0.95 0.17
C11 -1.43 -0.32 0.87
C12 -1.99 -1.26 -0.08
H15 -1.09 -0.50 1.88
C13 -2.76 -0.44 -1.01
C14 -2.39 0.89 -0.84
H16 -2.82 1.74 -1.35
H17 -0.78 1.79 0.56
H18 -1.97 -2.34 0.04
H19 -3.52 -0.79 -1.70
Ir1 -0.02 -0.60 -0.54
C15 2.85 1.94 4.85
C16 1.51 2.00 4.22
C17 0.26 2.37 4.71
C18 -0.63 2.23 3.62
N1 0.04 1.80 2.53
N2 1.31 1.68 2.94
C19 -2.09 2.51 3.62
H20 3.27 2.95 4.96
H21 2.77 1.48 5.85
H22 3.53 1.33 4.24
H23 0.02 2.72 5.71
H24 2.01 1.36 2.27
H25 -2.53 2.27 4.60
H26 -2.27 3.58 3.41
H27 -2.60 1.91 2.84

Values from the calculation:
2S+1: 6
Calculated total energy: -1413.30581 a.u.
LUMO energy (spin up / spin down): -6.56 / -10.92 eV
Kohn-Sham gap (spin up / spin down): 3.378 / 4.047 eV
HOMO (spin up / spin down): -9.937 / -14.967 eV
Energy relative to the best compared isomer or geometry (same formula, charge and spin): 14.55 kcal per mole
Net charge: +2



No. 4
Computed, not measured: the molecule C4H11N2O2P, with ωB97M-V with the def2-TZVPD basis set.

Element x y z (Å)
H1 2.06 -2.42 -2.19
N1 1.46 -1.81 -1.67
C1 2.05 -0.82 -1.21
P1 0.91 0.83 -0.21
O1 0.87 2.22 -0.70
N2 -0.59 0.06 -0.08
C2 -1.70 0.76 -0.72
C3 -3.11 0.29 -0.06
O2 1.62 0.86 1.22
C4 1.80 -0.19 2.12
H2 3.02 -0.34 -1.50
H3 -0.83 -0.95 -0.24
H4 -1.61 0.62 -1.92
H5 -1.56 1.84 -0.48
H6 -3.13 0.81 0.95
H7 -3.89 0.53 -0.76
H8 -3.11 -0.89 0.16
H9 0.84 -0.25 2.65
H10 2.61 -0.01 2.91
H11 2.29 -1.13 1.72

Values from the calculation:
SMILES string: [H]/N=C/[P@@](=O)(NCC)OC
Calculated total energy: -760.30860 a.u.
LUMO energy: 0.81 eV
Kohn-Sham gap: 9.768 eV
HOMO: -8.963 eV
Energy relative to the best compared isomer or geometry (same formula, charge and spin): 63.20 kcal per mole



No. 5
Computed, not measured: a structure of composition C3H2AgFMgO3, with ωB97M-V with the def2-TZVPD basis set.

Element x y z (Å)
O1 0.73 -1.74 -0.72
C1 1.78 -1.34 -0.40
C2 -0.74 1.66 -0.18
O2 0.29 1.49 0.54
O3 2.89 -1.06 -0.21
C3 -1.98 1.11 -0.10
Ag1 -1.63 -1.19 -1.51
F1 -0.51 2.47 -1.25
H1 -2.79 1.52 -0.69
H2 -2.20 0.49 0.78
Mg1 1.90 2.59 0.98

Values from the calculation:
2S+1: 2
Calculated total energy: -787.91764 a.u.
LUMO energy (spin up / spin down): -5.11 / -5.11 eV
Kohn-Sham gap (spin up / spin down): 5.866 / 7.742 eV
HOMO (spin up / spin down): -10.973 / -12.847 eV
Energy relative to the best compared isomer or geometry (same formula, charge and spin): 0.00 kcal per mole
Net charge: +1



No. 6
Computed, not measured: a structure of composition C12H32Li2N2O2, with ωB97M-V with the def2-TZVPD basis set.

Element x y z (Å)
Li1 -0.23 -1.00 0.78
Li2 1.28 0.78 -0.21
O1 0.41 0.64 1.58
H1 0.52 1.33 2.26
O2 0.85 -0.90 -0.89
H2 0.61 -1.23 -1.78
C1 -0.30 -2.25 3.09
C2 -1.46 -2.80 2.31
N1 -1.98 -1.80 1.28
C3 -2.87 -2.43 0.24
C4 -2.04 -3.41 -0.55
C5 -2.53 -0.51 1.70
C6 -3.77 -0.63 2.63
H3 -0.70 -1.53 3.81
H4 0.51 -1.83 2.51
H5 0.24 -2.99 3.69
H6 -1.08 -3.73 1.89
H7 -2.26 -3.00 3.03
H8 -3.68 -2.98 0.70
H9 -3.33 -1.78 -0.51
H10 -1.75 -4.25 0.08
H11 -2.53 -3.70 -1.48
H12 -1.14 -2.90 -0.91
H13 -2.89 0.08 0.86
H14 -1.85 0.16 2.24
H15 -4.04 0.36 3.01
H16 -3.52 -1.39 3.37
H17 -4.66 -1.01 2.13
C7 3.29 0.08 -2.65
C8 2.26 1.13 -2.95
N2 1.95 2.02 -1.76
C9 0.82 2.95 -1.99
C10 -0.42 2.24 -1.50
C11 3.15 2.78 -1.33
C12 2.93 3.05 0.16
H18 4.31 0.46 -2.70
H19 3.22 -0.63 -3.47
H20 3.18 -0.39 -1.67
H21 2.65 1.70 -3.79
H22 1.40 0.52 -3.23
H23 0.94 3.80 -1.31
H24 0.60 3.26 -3.01
H25 -0.34 2.15 -0.42
H26 -1.26 2.92 -1.65
H27 -0.62 1.29 -1.98
H28 3.39 3.66 -1.94
H29 4.05 2.16 -1.37
H30 2.37 2.36 0.78
H31 2.43 4.01 0.27
H32 3.90 3.19 0.62

Values from the calculation:
2S+1: 2
Calculated total energy: -751.50280 a.u.
LUMO energy (spin up / spin down): 1.74 / 2.70 eV
Kohn-Sham gap (spin up / spin down): 0.920 / 8.910 eV
HOMO (spin up / spin down): 0.818 / -6.208 eV
Net charge: -1



No. 7
Computed, not measured: the molecule C5H9NO, with ωB97M-V with the def2-TZVPD basis set.

Element x y z (Å)
C1 -1.32 -0.79 -0.90
C2 -0.88 -0.03 0.34
O1 -0.98 -0.99 1.44
C3 0.61 0.39 0.39
C4 1.56 0.04 -0.78
C5 0.80 1.76 0.87
N1 0.96 2.81 1.32
H1 -1.33 -0.16 -1.80
H2 -2.32 -1.19 -0.72
H3 -0.64 -1.63 -1.07
H4 -1.55 0.81 0.55
H5 -1.13 -0.54 2.29
H6 0.73 -0.32 1.25
H7 2.58 0.33 -0.50
H8 1.34 0.54 -1.73
H9 1.56 -1.03 -0.96

Values from the calculation:
SMILES string: C[C@@H](O)[C@@H](C)C#N
Calculated total energy: -325.87884 a.u.
LUMO energy: 0.73 eV
Kohn-Sham gap: 11.670 eV
HOMO: -10.935 eV
Energy relative to the best compared isomer or geometry (same formula, charge and spin): 36.84 kcal per mole



No. 8
Computed, not measured: a cluster of 2 separate species, H3PS4 in total, with ωB97M-V with the def2-TZVPD basis set.

Element x y z (Å)
P1 0.62 0.29 -0.05
S1 2.27 1.25 -0.41
S2 -2.43 1.14 -0.49
S3 0.73 -1.77 -0.64
S4 0.19 0.26 2.02
H1 -2.39 0.86 -1.78
H2 2.05 -1.82 -0.47
H3 -1.04 -0.21 1.83

Values from the calculation:
Calculated total energy: -1935.85042 a.u.
LUMO energy (spin up / spin down): -3.19 / -3.19 eV
Kohn-Sham gap (spin up / spin down): 5.794 / 5.790 eV
HOMO (spin up / spin down): -8.986 / -8.982 eV
Energy relative to the best compared isomer or geometry (same formula, charge and spin): 56.09 kcal per mole



No. 9
Computed, not measured: a cluster of 2 separate species, C8H8N4O4 in total, with ωB97M-V with the def2-TZVPD basis set.

Element x y z (Å)
O1 0.54 2.77 -0.29
C1 1.23 1.80 0.05
C2 1.89 0.93 -0.82
C3 2.53 -0.14 -0.33
N1 2.23 -0.62 0.93
C4 1.59 0.13 1.93
O2 1.23 -0.52 2.93
N2 1.24 1.39 1.47
H1 2.05 1.00 -1.91
H2 3.09 -0.90 -0.85
H3 2.87 -1.35 1.29
H4 0.46 1.91 2.04
O3 -0.44 -2.86 -0.60
C5 -0.92 -1.69 -0.64
C6 -1.33 -1.01 -1.82
C7 -2.16 0.08 -1.68
N3 -2.45 0.58 -0.46
C8 -2.04 0.08 0.78
O4 -2.15 0.57 1.86
N4 -1.47 -1.10 0.53
H5 -1.25 -1.49 -2.72
H6 -2.46 0.58 -2.64
H7 -3.06 1.44 -0.40
H8 -1.19 -1.58 1.36

Values from the calculation:
SMILES string: O=c1cc[nH]c(=O)[nH]1.O=c1cc[nH]c(=O)[nH]1
Calculated total energy: -829.68156 a.u.
LUMO energy: 0.14 eV
Kohn-Sham gap: 9.508 eV
HOMO: -9.368 eV
Energy relative to the best compared isomer or geometry (same formula, charge and spin): 49.46 kcal per mole



No. 10
Computed, not measured: a cluster of 2 separate species, BrHO2 in total, with ωB97M-V with the def2-TZVPD basis set.

Element x y z (Å)
O1 1.06 -0.13 0.31
O2 0.51 -1.02 -0.44
Br1 -2.04 0.46 -0.10
H1 0.48 0.68 0.23

Values from the calculation:
Calculated total energy: -2724.90613 a.u.
LUMO energy (spin up / spin down): -0.94 / -3.78 eV
Kohn-Sham gap (spin up / spin down): 9.879 / 7.447 eV
HOMO (spin up / spin down): -10.818 / -11.225 eV
Energy relative to the best compared isomer or geometry (same formula, charge and spin): 12.42 kcal per mole



No. 11
Computed, not measured: a cluster of 2 separate species, C26H47BBrFN4O12PS4 in total, with ωB97M-V with the def2-TZVPD basis set.

Element x y z (Å)
C1 0.99 3.90 3.56
B1 1.36 2.37 2.97
O1 0.67 1.26 3.71
C2 2.35 2.12 1.68
C3 3.19 3.55 1.47
C4 2.41 4.61 0.49
O2 1.55 5.57 0.86
Br1 2.81 4.54 -1.51
N1 1.63 1.95 0.34
C5 0.75 0.75 0.53
N2 -0.63 0.98 0.51
C6 -1.16 2.41 0.28
C7 -0.99 2.87 -1.32
C8 -0.78 1.83 -2.57
N3 -1.03 4.24 -1.57
S1 -1.80 -0.30 0.66
C9 -3.43 0.23 1.52
O3 -1.36 -1.54 1.46
O4 -2.26 -0.63 -0.82
N4 1.40 -0.61 0.64
S2 1.37 -1.17 -0.99
C10 1.06 -2.96 -1.26
C11 -0.45 -3.53 -0.90
O5 -1.40 -3.35 -1.82
O6 -0.59 -4.25 0.37
C12 -1.57 -5.34 0.31
C13 -2.83 -4.92 1.28
C14 -2.35 -4.54 2.84
O7 -3.75 -6.08 1.37
C15 -4.73 -5.90 2.46
O8 -4.63 -6.69 3.57
C16 -6.00 -4.85 2.45
S3 -5.96 -3.62 3.90
C17 2.74 -0.62 1.32
C18 2.53 -1.57 2.68
C19 1.59 -2.89 2.46
O9 2.13 -3.93 3.41
P1 4.17 -1.41 0.26
S4 4.38 -3.32 0.47
C20 3.35 0.81 1.81
C21 4.04 0.87 3.28
C22 5.49 0.09 3.43
F1 6.19 0.78 4.58
H1 0.37 3.78 4.58
H2 1.93 4.53 3.84
H3 0.25 4.41 2.81
H4 0.86 1.43 4.70
H5 4.18 3.25 0.89
H6 3.56 4.01 2.49
H7 2.32 1.71 -0.40
H8 -0.60 3.23 0.89
H9 -2.30 2.54 0.51
H10 -1.75 1.62 -3.20
H11 -0.01 2.36 -3.31
H12 -0.31 0.80 -2.26
H13 -1.17 4.77 -0.68
H14 -4.04 0.77 0.65
H15 -3.25 1.02 2.37
H16 -4.06 -0.71 1.84
H17 1.81 -3.73 -0.74
H18 1.20 -3.18 -2.43
H19 -1.06 -6.29 0.82
H20 -1.87 -5.69 -0.77
H21 -3.48 -4.02 0.84
H22 -3.13 -3.81 3.37
H23 -2.16 -5.53 3.48
H24 -1.32 -3.96 2.86
H25 -6.15 -4.33 1.41
H26 -6.98 -5.51 2.64
H27 -5.71 -2.31 3.41
H28 3.60 -1.95 2.95
H29 2.00 -0.97 3.56
H30 0.52 -2.66 2.86
H31 1.65 -3.39 1.41
H32 3.07 -4.18 3.14
H33 5.40 -0.85 0.83
H34 4.20 -0.93 -1.11
H35 4.23 1.08 1.05
H36 3.40 0.56 4.20
H37 4.32 2.02 3.48
H38 5.41 -1.03 3.75
H39 6.22 0.27 2.51
C23 -2.12 5.39 -6.49
C24 -0.73 4.79 -6.50
O10 -0.79 3.36 -6.38
C25 -1.11 2.69 -7.52
O11 -1.32 3.20 -8.61
O12 -1.16 1.37 -7.23
C26 -1.57 0.56 -8.33
H40 -2.68 5.05 -5.62
H41 -2.07 6.48 -6.48
H42 -2.69 5.08 -7.37
H43 -0.17 5.15 -5.63
H44 -0.16 5.08 -7.39
H45 -0.95 0.75 -9.22
H46 -2.62 0.73 -8.55
H47 -1.44 -0.49 -8.04

Values from the calculation:
Calculated total energy: -6772.80345 a.u.
LUMO energy: -5.35 eV
Kohn-Sham gap: 6.058 eV
HOMO: -11.413 eV
Net charge: +1



No. 12
Computed, not measured: a structure of composition C21H19N4NiO2S3Se, with ωB97M-V with the def2-TZVPD basis set.

Element x y z (Å)
Ni1 1.22 -2.03 -1.18
S1 5.37 -3.46 -1.17
C1 3.82 -2.94 -1.35
S2 2.39 -3.92 -1.31
S3 3.30 -1.30 -1.57
O1 -0.80 -1.26 -3.25
C2 -0.64 -0.35 -2.46
N1 -1.33 0.86 -2.49
C3 -1.13 1.56 -1.23
C4 0.06 0.74 -0.64
O2 0.66 1.09 0.36
N2 0.25 -0.36 -1.40
C5 -2.36 1.41 -0.34
C6 -3.50 2.17 -0.64
C7 -4.67 2.02 0.08
C8 -4.72 1.11 1.13
C9 -3.59 0.36 1.44
C10 -2.42 0.51 0.71
C11 -0.73 3.01 -1.40
C12 -0.64 3.83 -0.28
C13 -0.24 5.15 -0.41
C14 0.07 5.67 -1.66
C15 -0.02 4.86 -2.78
C16 -0.41 3.53 -2.65
H1 -2.27 0.79 -2.87
H2 -3.45 2.90 -1.45
H3 -5.54 2.61 -0.16
H4 -5.63 0.98 1.70
H5 -3.62 -0.36 2.26
H6 -1.55 -0.08 0.97
H7 -0.87 3.42 0.69
H8 -0.16 5.78 0.47
H9 0.38 6.71 -1.76
H10 0.23 5.25 -3.76
H11 -0.47 2.89 -3.52
C17 1.23 -5.64 1.63
N3 1.90 -4.39 1.96
C18 3.15 -4.27 2.51
C19 3.41 -2.96 2.62
N4 2.31 -2.29 2.14
C20 2.16 -0.84 2.06
C21 1.40 -3.17 1.70
Se1 -0.22 -2.79 0.85
H12 1.92 -6.45 1.83
H13 0.97 -5.63 0.57
H14 0.33 -5.75 2.22
H15 3.76 -5.13 2.73
H16 4.29 -2.43 2.96
H17 2.97 -0.39 2.64
H18 1.20 -0.55 2.47
H19 2.21 -0.50 1.03

Values from the calculation:
Calculated total energy: -6285.65421 a.u.
LUMO energy (spin up / spin down): 2.53 / 2.52 eV
Kohn-Sham gap (spin up / spin down): 7.192 / 7.065 eV
HOMO (spin up / spin down): -4.661 / -4.545 eV
Net charge: -1